[1]
Here is a molecular structure, C16H13N3STl from the Open Molecules 2025 dataset. Energies are from ωB97M-V/def2-TZVPD.

The calculation puts the electronic energy at -36771.8707 eV. As for the multiplicity: 1. Its highest occupied orbital energy is -0.6493 Ha. For the LUMO energy, the calculation gives -14.32 eV. Its total charge is +3. As for the HOMO-LUMO gap: 3.351 eV.

Cartesian coordinates (Å):
Tl  1.86788  0.29922  -2.08457
S  0.92514  -4.78475  -0.26173
N  -2.46372  -1.60276  -0.42504
N  1.18245  -2.21964  -0.56965
N  -0.70540  -0.14506  -0.57593
C  -1.79193  0.54363  -0.47255
C  -4.24877  0.14592  -0.39116
C  1.67477  1.97090  1.30518
C  2.41518  2.46924  0.23478
C  -4.35291  1.54606  -0.39532
C  -0.17825  -2.51821  -0.51814
C  -1.10210  -1.49351  -0.52211
C  3.22193  0.13545  1.53058
C  -1.95826  1.98910  -0.42431
C  -3.21966  2.45243  -0.39498
C  3.97030  0.63177  0.46529
C  3.59469  1.82542  -0.14751
C  -2.97624  -0.34366  -0.39960
C  2.06152  0.79073  1.92806
C  -0.46024  -3.91069  -0.37383
C  1.87081  -3.28911  -0.43013
H  -1.09487  2.64091  -0.39642
H  -5.13183  -0.48031  -0.38254
H  -5.34847  1.98024  -0.38757
H  2.14216  3.40981  -0.23038
H  -3.00743  -2.45492  -0.37718
H  3.55769  -0.74433  2.06578
H  2.95521  -3.31783  -0.41219
H  0.84768  2.54592  1.70623
H  1.44514  0.36731  2.71086
H  -1.42784  -4.39590  -0.32684
H  4.28191  2.32326  -0.82278
H  -3.41101  3.51745  -0.36201
H  4.86449  0.11592  0.13771

Mulliken charges, unit e, in atom order: 0.871, 0.143, 0.043, -0.039, 0.036, 0.776, -1.029, -0.333, -0.487, -0.198, -0.050, 0.394, -0.422, -0.584, -0.688, -0.441, -0.807, 0.792, -0.463, -0.432, -0.144, 0.489, 0.475, 0.461, 0.479, 0.267, 0.537, 0.485, 0.618, 0.471, 0.330, 0.495, 0.479, 0.478

[2]
Here is a molecular structure, C16H14AsF6IN2O3Pt from the Open Molecules 2025 dataset. Energies are from ωB97M-V/def2-TZVPD.

The calculation puts the electronic energy at -114433.6205 eV. As for the multiplicity: 2. Its highest occupied orbital energy (spin up / spin down) is -0.1900 / -0.1881 Ha. For the LUMO energy (spin up / spin down), the calculation gives -0.31 / -0.30 eV. Its total charge is -1. As for the HOMO-LUMO gap (spin up / spin down): 4.859 / 4.819 eV. Its expectation value of S² is 0.769.

Cartesian coordinates (Å):
Pt  0.21910  -0.24720  -0.23170
I  -0.50810  -3.70660  -0.81220
As  -3.89870  -1.88950  0.17710
F  -3.49840  -3.23940  1.22450
F  -4.29730  -0.54750  -0.87880
F  -3.51850  -2.79130  -1.27030
F  -4.33450  -0.90160  1.57930
F  -2.21450  -1.29360  0.40350
F  -5.57260  -2.45980  0.08860
O  2.63840  -0.17290  0.41930
O  -1.56020  0.99490  -0.77920
O  5.42600  -0.92520  0.19780
N  0.76570  1.88080  0.12450
N  -0.31210  2.64260  0.17180
C  4.24490  3.05110  -0.06350
C  -3.92500  2.58590  -0.04110
C  -2.35180  4.41140  -0.01900
C  -2.61190  3.04130  -0.08070
C  5.56030  2.67510  -0.06650
C  -4.70400  4.85700  0.04190
C  1.88880  2.55580  0.04410
C  3.21770  2.09890  0.06800
C  4.93860  0.34300  0.13090
C  -4.96360  3.49690  0.02350
C  4.56410  -2.03590  0.07200
C  -1.46950  2.11210  -0.22140
C  3.52780  0.69260  0.21540
C  0.90950  -2.20770  -0.23080
C  5.89890  1.32290  0.02000
C  -3.39460  5.31250  0.03650
H  3.99820  -1.99270  -0.86090
H  1.77280  3.63450  -0.08010
H  -4.11700  1.52350  -0.05070
H  3.87020  -2.10210  0.91050
H  -5.51790  5.56730  0.06100
H  1.73010  -2.30540  -0.94300
H  6.34010  3.41670  -0.15110
H  -5.98230  3.14020  0.05350
H  1.25630  -2.47530  0.76940
H  5.22530  -2.90160  0.06230
H  -3.18260  6.37040  0.06900
H  6.93420  1.01730  -0.01080
H  3.98300  4.09510  -0.15610
H  -1.32710  4.74600  -0.02410

Mulliken charges, unit e, in atom order: 0.921, 0.146, 1.965, -0.477, -0.483, -0.475, -0.499, -0.487, -0.520, -0.836, -0.797, -0.483, -0.089, -0.609, -0.848, -0.165, -0.350, 0.352, -0.570, -0.322, -0.101, 0.389, 0.310, -0.682, -0.639, 0.730, 0.691, -0.824, -0.585, -0.697, 0.262, 0.348, 0.458, 0.235, 0.364, 0.314, 0.369, 0.422, 0.429, 0.289, 0.368, 0.401, 0.342, 0.431

[3]
Here is a molecular structure, C16H14B11Br6Cl2N7O7V from the Open Molecules 2025 dataset. Energies are from ωB97M-V/def2-TZVPD.

The value obtained for the energy relative to the best compared isomer or geometry (same formula, charge and spin) is 0.0 kJ/mol. The calculation puts the electronic energy at -520004.7460 eV. As for the multiplicity: 1. Its highest occupied orbital energy is -0.4244 Ha. For the LUMO energy, the calculation gives -7.86 eV. Its total charge is +1. As for the HOMO-LUMO gap: 3.692 eV.

Cartesian coordinates (Å):
Br  2.61903  4.00267  -1.91445
Br  -2.48395  5.07409  1.51456
Br  1.94763  0.89874  0.12016
Br  -0.10279  6.65429  -1.09407
Br  -1.26381  1.61322  2.35632
Br  -0.94815  2.84926  -1.34133
V  0.16521  -0.99606  -0.27433
Cl  2.27693  -2.61782  -0.24249
Cl  4.32912  -1.55303  1.69189
O  0.17861  -4.75509  -1.89823
O  -5.73940  -4.97803  -3.17139
O  -3.42099  0.35675  -0.80846
O  -0.59698  -2.62032  -0.56120
O  -1.32807  -6.30130  -1.80393
O  -1.26188  -0.25023  -0.40310
O  -6.39849  -2.92993  -2.90254
N  -0.97541  -5.14677  -1.81874
N  0.14243  -1.53053  1.68308
N  0.93666  -1.06279  2.66736
N  3.99812  -2.92929  -3.63950
N  -0.02323  -3.30446  -5.82091
N  -5.58219  -3.82310  -2.83598
N  0.62897  -0.93040  -2.07250
C  -2.60629  -0.47170  -0.84725
C  -2.03884  -4.11731  -1.74109
C  0.99989  -1.57899  -3.00302
C  2.89314  -2.67712  -3.84291
C  1.94086  4.79388  2.50300
C  -4.25082  -3.47298  -2.28368
C  4.01830  -2.32026  0.13795
C  -2.77164  -1.86992  -1.32341
C  0.44877  -1.37772  3.86377
C  0.65859  -2.88024  -4.99670
C  -0.73734  -2.06625  3.67112
C  -4.01732  -2.19603  -1.85009
C  1.50172  -2.34481  -3.97319
C  -0.89140  -2.13950  2.29844
C  -3.27239  -4.44417  -2.24396
C  -1.76507  -2.84648  -1.21394
B  -0.59743  4.64670  1.42174
B  0.67634  5.78082  1.94094
B  1.60956  3.13387  2.52143
B  0.50925  5.36934  0.21604
B  0.35859  4.33281  2.89812
B  2.11698  5.48762  0.96327
B  1.44068  2.72070  0.82535
B  -0.00861  3.00986  1.80968
B  0.09173  3.61898  0.11013
B  1.78960  4.15874  -0.16627
B  2.69950  3.85442  1.31554
H  2.88348  6.36419  0.76830
H  2.55747  5.17704  3.30094
H  2.04745  2.42766  3.37028
H  4.46051  -3.30542  0.15718
H  -3.46051  -5.44054  -2.62065
H  3.85955  3.61891  1.35537
H  1.82993  -0.65105  2.44845
H  -1.69139  -2.59161  1.73592
H  0.95971  -1.07867  4.76810
H  -1.40460  -2.45612  4.42285
H  0.48145  6.84221  2.41972
H  -0.05593  4.42443  4.00214
H  -4.79167  -1.44155  -1.91438
H  4.43083  -1.71362  -0.65545

Mulliken charges, unit e, in atom order: -0.342, -0.354, -0.121, -0.359, -0.315, -0.252, -0.032, 0.122, -0.101, -0.501, -0.586, -0.393, -0.317, -0.559, 0.258, -0.581, 0.955, 0.937, -0.128, -0.361, -0.330, 1.044, -0.351, 0.377, -0.135, 0.629, -0.045, -0.479, -0.559, -0.449, 0.926, -0.152, -0.076, -1.033, -0.859, 0.627, -0.426, -0.402, 0.409, -0.017, 0.750, 0.578, -0.094, 0.603, 0.654, -0.256, 0.283, -0.548, 0.033, 0.454, -0.242, 0.692, -0.319, 0.425, 0.674, -0.272, -0.064, 0.514, 0.485, 0.459, -0.241, -0.258, 0.704, 0.315

[4]
Here is a molecular structure, C16H14BF5FeN6 from the Open Molecules 2025 dataset. Energies are from ωB97M-V/def2-TZVPD.

The value obtained for the energy relative to the best compared isomer or geometry (same formula, charge and spin) is 0.0 kJ/mol. The calculation puts the electronic energy at -74407.6793 eV. As for the multiplicity: 5. Its highest occupied orbital energy (spin up / spin down) is -0.2324 / -0.2774 Ha. For the LUMO energy (spin up / spin down), the calculation gives 0.33 / 0.26 eV. Its total charge is 0. As for the HOMO-LUMO gap (spin up / spin down): 6.652 / 7.809 eV. Its expectation value of S² is 6.036.

Cartesian coordinates (Å):
Fe  -0.41640  -1.08330  -0.31579
F  0.12204  0.90990  5.59137
F  2.05818  -0.68032  4.44737
F  -2.09398  1.58771  4.10229
F  1.74009  -1.67580  2.00236
F  -2.34646  0.75207  1.55937
N  0.69192  1.90554  -1.98082
N  -0.92233  0.17566  -2.78263
N  -1.33116  -0.43604  -1.57712
N  0.36642  1.72978  -0.68256
N  1.20078  -1.10667  -1.22325
N  1.49636  -0.41445  -2.40532
C  0.94937  -0.35417  3.76064
C  -0.96751  -2.87196  -0.15526
C  -1.25929  0.31646  2.26146
C  -0.31263  -0.49328  1.64398
C  -3.02876  -0.52204  -3.05904
C  -1.92917  0.10081  -3.66174
C  2.22217  -1.99401  -1.02480
C  -1.14278  0.79329  3.57920
C  2.66362  -0.85338  -2.89286
C  1.01662  3.81097  -0.88935
C  0.55549  2.85665  0.02087
C  3.15419  -1.85785  -2.06022
C  -2.65962  -0.79058  -1.74567
C  0.76449  -0.83368  2.45452
C  1.11679  3.17304  -2.12159
C  -0.01929  0.46308  4.33117
B  0.54217  0.68816  -2.94346
H  2.21545  -2.67596  -0.19444
H  0.34761  2.92324  1.07697
H  0.78354  0.95950  -4.07254
H  -3.97443  -0.75937  -3.52231
H  0.10539  0.78777  -0.34174
H  -3.22027  -1.29490  -0.96550
H  3.06279  -0.41908  -3.79921
H  -1.80835  0.49722  -4.65723
H  -1.67525  -2.87861  0.69047
H  -1.47194  -3.19833  -1.07451
H  1.46945  3.51781  -3.08280
H  1.24523  4.83573  -0.67179
H  -0.10551  -3.51989  0.05920
H  4.06417  -2.41082  -2.17091

Mulliken charges, unit e, in atom order: -0.531, -0.313, -0.310, -0.317, -0.322, -0.388, -0.004, 0.015, 0.486, 0.390, 0.315, 0.062, -0.136, -1.215, 0.961, -0.687, -1.129, -0.160, -0.138, 0.018, -0.078, -1.102, 0.052, -1.245, -0.266, 0.540, -0.118, 0.802, -0.170, 0.511, 0.523, -0.068, 0.396, -0.057, 0.495, 0.444, 0.445, 0.345, 0.375, 0.467, 0.407, 0.298, 0.407